Record 1
Molecular formula: C32H41N8P2PtS3
Method: DFT, ωB97M-V/def2-TZVPD

The frontier orbital gap (alpha / beta) comes out at 5.723 / 6.680 eV. The expectation value of S² is 2.01. As for the total charge: +1. The value obtained for the relative energy (zero: lowest compared OMol25 entry of this formula, charge and spin) is 0.000 eV. As for the spin multiplicity: 3.

```
87
Properties=species:S:1:pos:R:3:forces:R:3:mulliken_charge:R:1
Pt 13.71386 10.58964 10.49057 0.12 -0.04 0.14 2.441
N 15.83344 11.87006 8.27264 0.20 -0.20 0.27 -0.063
C 16.57581 11.62396 9.35639 -0.11 -0.24 0.15 0.277
N 17.91126 11.61776 9.24714 -0.46 0.26 0.04 -0.826
C 18.55335 11.38222 10.38180 0.20 -0.58 1.20 0.325
N 19.89332 11.34520 10.37738 0.10 0.20 -0.45 -0.361
N 17.97976 11.11293 11.60527 -0.38 0.32 -0.63 -0.705
C 16.66107 11.11876 11.57345 -0.24 -0.06 0.81 0.112
N 15.90463 11.34604 10.50344 0.02 0.07 -0.38 -0.129
C 15.88952 10.89774 12.86753 -0.65 0.02 -0.61 0.207
C 16.47325 11.09558 14.09910 -0.83 -0.30 -0.16 -0.793
C 15.67869 10.96117 15.23544 0.71 0.37 0.21 -0.628
C 14.34902 10.63083 15.12178 0.12 -0.02 -0.40 -0.869
C 13.82277 10.46022 13.84006 0.43 -0.02 0.11 -0.318
N 14.56443 10.58595 12.74879 1.12 0.20 -0.23 0.330
H 16.32065 12.20162 7.46615 0.03 0.07 -0.35 0.325
H 14.84227 12.04175 8.38980 0.08 0.15 -0.02 0.001
H 20.38652 11.57766 9.53127 -0.07 -0.03 0.04 0.253
H 20.41641 11.22685 11.22732 -0.23 -0.03 0.04 0.242
H 17.50042 11.34978 14.16989 0.72 0.19 -0.01 0.644
H 16.15687 11.18237 16.19012 -0.36 -0.27 -0.07 0.423
H 13.74184 10.50796 15.99558 -0.32 0.01 0.20 0.497
H 12.78227 10.22756 13.68409 -0.23 -0.07 -0.04 0.396
S 10.23771 13.29388 8.70068 0.12 0.74 -0.39 -0.447
P 10.16206 11.43109 9.17235 0.38 -0.69 0.32 1.071
S 11.90783 10.27679 8.97577 -0.08 -0.07 -0.11 -0.486
C 9.60317 11.18061 10.87472 -1.19 0.47 0.31 0.208
C 10.03525 10.22130 11.78949 0.52 0.14 -0.39 0.757
C 9.40882 10.09129 13.02409 0.49 -0.31 0.08 -0.340
C 8.36788 10.92783 13.38680 0.68 -0.35 0.31 -0.752
C 7.95246 11.86704 12.48946 -0.98 1.08 -0.97 -0.581
C 8.49663 11.99106 11.21813 0.81 -0.38 0.30 -0.991
C 8.96374 10.44210 8.22693 0.27 -0.28 -0.03 0.390
C 8.73958 9.13139 8.63677 -0.45 -0.25 -0.18 -0.323
C 7.96415 8.27294 7.87223 -0.01 0.51 0.02 -0.801
C 7.44235 8.72383 6.66286 0.12 -0.02 0.22 -0.394
C 7.60885 10.03272 6.26579 0.76 0.28 -0.13 -0.658
C 8.38073 10.88534 7.05732 -0.28 0.17 -0.26 -0.410
H 10.92560 9.62987 11.53108 -0.60 0.20 0.21 -0.543
H 9.77793 9.34666 13.71982 -0.03 -0.01 0.02 0.456
H 7.95550 10.90561 14.38144 -0.18 -0.20 0.10 0.409
H 7.14337 12.54386 12.73125 -0.06 -0.02 0.20 0.390
H 8.12296 12.75738 10.53554 0.16 -0.32 0.17 0.395
H 9.14440 8.79391 9.56828 0.23 -0.23 0.38 0.261
H 7.73606 7.27714 8.21507 0.15 -0.19 0.03 0.420
H 6.93726 8.03812 6.02242 -0.46 -0.38 -0.30 0.407
H 7.28734 10.37527 5.28258 -0.22 -0.07 0.36 0.359
H 8.52244 11.90493 6.75530 0.18 0.36 -0.14 0.394
C 12.28159 17.66164 10.93146 -0.30 -0.09 0.58 -1.441
C 12.86750 16.48153 10.28344 0.16 -0.65 -0.84 0.894
C 13.53689 16.48275 9.08354 0.00 0.09 1.02 -1.093
C 14.06550 15.26455 8.64219 -0.02 -0.15 -0.14 1.115
N 13.92010 14.12635 9.30626 -0.15 -0.41 0.21 0.276
C 13.21799 14.11110 10.45814 0.29 -0.32 -0.28 -0.607
S 12.96425 12.79275 11.51378 0.01 0.48 -0.48 -0.612
N 12.68869 15.28754 10.88443 -0.13 0.40 0.36 0.214
C 14.84728 15.26391 7.36922 0.21 -0.41 -0.17 -1.360
H 12.52161 18.54100 10.36445 -0.18 0.43 -0.24 0.377
H 12.70714 17.78520 11.93128 -0.14 -0.02 0.00 0.363
H 11.19624 17.50666 11.02138 0.26 0.32 -0.01 0.348
H 13.74457 17.41700 8.59439 -0.07 0.06 -0.25 0.389
H 12.16458 15.23978 11.74872 -0.06 0.01 0.02 0.299
H 14.74472 16.20168 6.84484 -0.08 0.21 -0.15 0.413
H 14.56858 14.45007 6.70673 -0.40 -0.09 -0.01 0.310
H 15.90663 15.09692 7.53837 0.23 0.10 0.38 0.260
C 14.96856 7.00484 7.31990 0.52 -0.01 -0.06 -1.416
C 14.67804 8.33868 7.97022 -0.61 0.59 0.05 -0.359
P 14.49314 8.40722 9.79308 0.07 0.70 -0.19 0.068
C 13.42408 7.01034 10.23033 0.61 -0.94 -0.65 -0.849
C 12.57169 7.18583 11.45418 -0.19 0.71 0.62 -0.664
C 16.12056 7.97637 10.46814 1.00 -0.20 -0.26 -0.480
C 16.08676 7.66417 11.96793 0.44 -0.49 -0.39 -1.241
H 14.86546 7.09832 6.24195 0.22 0.06 -0.14 0.455
H 14.26710 6.22945 7.59578 -0.12 -0.19 0.33 0.299
H 15.99023 6.68818 7.55785 -0.22 -0.18 -0.16 0.327
H 13.72990 8.73993 7.59644 -0.08 -0.10 0.07 0.357
H 15.39381 9.11407 7.67525 0.17 -0.18 0.17 0.254
H 14.10247 6.12977 10.30764 -0.51 0.37 -0.05 0.542
H 12.76900 6.84238 9.37116 0.09 -0.08 -0.05 0.579
H 13.14297 7.59451 12.30519 -0.18 -0.30 -0.19 0.117
H 12.10966 6.24154 11.74099 -0.03 0.08 0.08 0.528
H 11.78911 7.92223 11.22474 0.12 -0.34 0.14 -0.207
H 16.81231 8.81032 10.25949 -0.37 -0.04 0.14 0.069
H 16.59720 7.14675 9.91141 -0.49 0.09 0.19 0.571
H 15.53380 8.41893 12.49627 -0.31 0.13 0.30 0.183
H 17.11032 7.67186 12.36422 -0.26 -0.19 -0.02 0.414
H 15.62642 6.67841 12.14219 0.21 0.38 0.08 0.335
```
Forces are in eV/Å.

---

Record 2
Molecular formula: C32H41NO2P2Tm
Method: DFT, ωB97M-V/def2-TZVPD

The frontier orbital gap (alpha / beta) comes out at 5.330 / 5.348 eV. The expectation value of S² is 2.00. As for the total charge: +1. As for the spin multiplicity: 3.

```
79
Properties=species:S:1:pos:R:3:forces:R:3:mulliken_charge:R:1
C 1.77051 -4.10169 2.64472 0.21 0.94 -0.71 -0.434
C 1.83277 -3.19937 1.58700 -0.15 0.27 0.69 0.152
C 1.00937 -3.41506 0.44690 -0.73 0.59 -0.97 0.462
C 0.12808 -4.53900 0.39403 0.16 0.17 0.27 1.681
C 0.01680 -5.36494 1.55031 0.34 -0.21 0.40 -1.040
C 0.86315 -5.17091 2.62869 -0.85 -0.57 -0.39 -0.918
C -0.56522 -4.75166 -0.80330 0.73 -0.59 -0.30 -1.725
C -0.15459 -4.10869 -1.98328 0.09 0.02 0.06 1.480
C 0.76241 -3.01594 -1.87002 -0.95 0.58 1.48 0.496
C 1.24547 -2.34976 -3.03333 -0.26 0.40 -0.54 -0.459
C 0.71564 -2.70974 -4.26842 0.59 0.37 0.83 -0.389
C -0.24927 -3.72535 -4.38289 -0.64 -0.83 0.37 -1.004
C -0.65756 -4.43829 -3.26885 0.06 0.01 -0.73 -0.925
H 2.42158 -3.94001 3.50965 -0.19 -0.16 -0.33 0.439
H -0.71499 -6.17723 1.54704 0.34 0.20 0.02 0.468
H 0.83349 -5.84486 3.48493 -0.11 0.16 -0.27 0.399
H -1.30550 -5.54979 -0.86379 0.04 0.21 0.03 0.439
H 1.07276 -2.19174 -5.16324 -0.13 -0.22 0.27 0.444
H -0.66134 -3.95885 -5.36613 0.16 -0.01 0.33 0.385
H -1.33950 -5.29095 -3.35141 0.16 0.42 -0.09 0.460
N 0.98603 -2.50858 -0.60153 2.68 -1.57 -0.51 -0.034
Tm -0.08294 -0.40727 -0.18679 -1.70 0.28 0.95 0.099
C 2.70873 -1.96960 1.65871 -0.12 0.00 -0.08 -1.218
H 3.24145 -1.81533 0.70870 -0.04 -0.10 0.24 0.288
H 3.43576 -2.04532 2.47552 -0.05 -0.11 -0.18 0.649
C 2.25484 -1.21941 -2.92338 -0.16 0.03 0.04 -1.121
H 3.06123 -1.46162 -2.21750 -0.17 -0.04 -0.18 0.372
H 2.68800 -0.98140 -3.90279 0.02 -0.26 0.15 0.611
P 1.71675 -0.41836 1.93803 0.88 -0.74 0.86 1.088
P 1.44432 0.33060 -2.32367 0.25 -0.13 -0.87 1.224
C 0.46246 0.81930 -3.77883 -0.12 0.14 -0.07 -0.959
H -0.03850 1.77796 -3.57980 0.15 -0.32 -0.10 -0.078
H 1.11871 0.91833 -4.65436 -0.17 0.02 0.16 0.444
H -0.30496 0.06169 -3.98427 0.15 0.19 0.08 0.335
C 2.79270 1.54546 -2.28439 0.12 0.17 0.14 -1.090
H 3.21822 1.67648 -3.28906 -0.05 -0.01 0.29 0.441
H 2.39094 2.50478 -1.92332 0.20 -0.27 -0.14 0.243
H 3.57296 1.20188 -1.58926 -0.18 0.17 -0.22 0.355
C 1.15581 -0.65682 3.65976 -0.24 0.18 0.25 -1.341
H 2.00484 -0.65583 4.35594 -0.13 -0.01 -0.21 0.489
H 0.46596 0.15034 3.94441 0.22 -0.22 -0.04 0.356
H 0.61927 -1.60690 3.76071 0.04 0.16 -0.11 0.355
C 3.07867 0.78318 2.13135 -0.07 0.37 -0.15 -1.400
H 2.65721 1.79120 2.24010 0.17 -0.20 -0.01 0.375
H 3.68413 0.54739 3.01813 -0.17 0.02 -0.28 0.458
H 3.71694 0.76665 1.23640 -0.16 0.04 0.25 0.356
C -1.87667 -2.08052 -0.56761 1.92 -0.20 2.92 -0.216
O -1.76495 -1.12110 -1.33952 -1.56 -0.26 -2.42 -0.445
H -2.39022 -3.07280 -0.71997 -0.76 1.29 -1.05 0.182
C -2.14788 1.60673 4.26894 0.13 0.06 0.09 -1.764
C -2.07671 1.25618 2.78652 -0.03 0.38 -0.26 2.596
C -3.18206 0.27244 2.40274 -0.10 -0.11 -0.06 -1.373
C -2.13877 2.50011 1.90302 0.19 -0.24 -0.39 0.324
C -2.98584 3.55807 2.20910 0.11 0.08 -0.13 -0.425
C -3.05642 4.67463 1.37811 -0.06 0.14 0.14 -1.573
C -2.21446 4.78400 0.27527 -0.21 -0.11 0.29 -0.271
C -1.37900 3.73244 -0.08324 0.12 -0.29 0.09 0.036
C -0.48309 3.87727 -1.30918 -0.26 -0.02 0.18 2.248
C -1.31394 3.87289 -2.59487 -0.13 -0.10 -0.02 -1.648
C 0.35173 5.15345 -1.20659 0.14 0.00 0.14 -1.705
C -1.39451 2.54945 0.69496 -0.84 1.28 0.36 0.174
O -0.73506 1.47963 0.28899 0.86 -1.22 -0.28 0.518
H -3.12888 2.01589 4.53463 0.19 -0.13 0.04 0.478
H -1.38600 2.35146 4.52643 -0.15 -0.07 0.01 0.412
H -1.97137 0.71573 4.87909 -0.11 0.05 0.00 0.441
H -1.10425 0.77403 2.61205 -0.12 0.06 -0.09 -1.687
H -4.16612 0.71234 2.61888 0.22 -0.13 -0.05 0.316
H -3.15258 0.03579 1.33126 -0.01 0.03 0.18 0.278
H -3.08357 -0.66195 2.96864 -0.09 0.10 -0.08 0.373
H -3.59439 3.50042 3.11374 0.10 0.13 -0.33 0.280
H -3.76520 5.46583 1.60638 0.19 -0.03 0.01 0.371
H -2.20714 5.70115 -0.31705 -0.13 -0.28 0.15 0.293
H 0.19018 3.01168 -1.32881 -0.04 0.07 0.03 -1.298
H -2.01348 4.72107 -2.60522 0.20 -0.21 -0.03 0.372
H -0.67247 3.94200 -3.48396 -0.14 0.06 0.12 0.457
H -1.90964 2.95352 -2.65572 0.04 0.15 -0.07 0.329
H 0.88093 5.17235 -0.24755 -0.01 0.09 -0.16 0.394
H 1.08872 5.21911 -2.01512 -0.12 0.02 0.06 0.466
H -0.29049 6.04171 -1.25177 0.21 -0.16 -0.04 0.360
```
Forces are in eV/Å.

---

no.,energy (eV)
1,-100099.947
2,-87538.470